ORCA calculation (wB97M-V/def2-TZVPD) on an isolated molecule of C6H10O2.

Each atom is followed by the atoms it is bonded to, with distances in Å.
Element x y z (Å)
1 C -0.312 0.583 -0.720  C2 1.570, H7 1.046, H8 1.073, O18 1.395
2 C 0.975 1.174 -1.398  C1 1.570, H9 1.063, H10 1.165, O17 1.410
3 C 1.496 -0.428 0.616  C4 1.299, H11 1.167, O17 1.497
4 C 0.556 -1.042 1.269  C3 1.299, C5 1.539, H12 1.264
5 C -0.860 -0.444 1.339  C4 1.539, C6 1.615, H13 1.308, H14 1.205
6 C -1.826 -0.763 0.084  C5 1.615, H15 1.109, H16 1.055, O18 1.393
7 H -0.114 -0.380 -1.076  C1 1.046
8 H -0.211 0.961 0.279  C1 1.073
9 H 1.260 0.825 -2.361  C2 1.063
10 H 1.363 2.244 -1.145  C2 1.165
11 H 2.514 -0.863 0.988  C3 1.167
12 H 0.713 -2.168 1.819  C4 1.264
13 H -1.448 -0.944 2.396  C5 1.308
14 H -0.826 0.719 1.656  C5 1.205
15 H -2.827 -0.574 0.521  C6 1.109
16 H -1.750 -1.487 -0.680  C6 1.055
17 O 1.837 0.512 -0.499  C2 1.410, C3 1.497
18 O -1.693 0.385 -0.693  C1 1.395, C6 1.393

Summary:
Frontier orbital gap: 0.3560 Eh
Highest occupied orbital energy: -0.3228 Eh
LUMO level: 0.0332 Ha
Net charge: 0
SMILES string: C1=C\OCCOCC/1

Atom charges from the Löwdin analysis, given in e for atoms 1 to 5: C -0.234; C -0.117; C -0.128; C -0.164; C -0.199



ORCA calculation (wB97M-V/def2-TZVPD) on a cluster of 11 separate species, C17H56N8O11 in total.

Each atom is followed by the atoms it is bonded to, with distances in Å.
Element x y z (Å)
1 C 1.927 -4.087 -0.234  C2 1.505, H4 1.054, H5 1.043, H6 1.094
2 C 3.089 -3.266 -0.724  C1 1.505, O3 1.401, H7 1.104, H8 1.063
3 O 2.524 -2.397 -1.666  C2 1.401, H9 0.934
4 H 1.193 -3.495 0.237  C1 1.054
5 H 2.270 -4.717 0.524  C1 1.043
6 H 1.433 -4.698 -0.997  C1 1.094
7 H 3.881 -3.999 -0.960  C2 1.104
8 H 3.457 -2.684 0.086  C2 1.063
9 H 3.086 -1.664 -1.805  O3 0.934
10 C 4.498 0.964 1.537  C11 1.550, H13 1.072, H14 1.091, H15 1.051
11 C 4.460 -0.506 1.046  C10 1.550, O12 1.365, H16 1.136, H17 1.059
12 O 5.709 -1.057 1.063  C11 1.365, H18 0.964
13 H 5.178 1.532 0.932  C10 1.072
14 H 4.880 0.851 2.553  C10 1.091
15 H 3.580 1.457 1.402  C10 1.051
16 H 4.075 -0.573 -0.021  C11 1.136
17 H 3.850 -1.087 1.686  C11 1.059
18 H 5.535 -1.996 1.192  O12 0.964
19 C 1.160 3.109 1.039  C20 1.514, H22 1.074, H23 1.030, H24 1.128
20 C 1.214 4.226 2.060  C19 1.514, O21 1.422, H25 1.084, H26 1.080
21 O -0.032 4.307 2.739  C20 1.422, H27 0.972
22 H 0.200 2.997 0.573  C19 1.074
23 H 1.305 2.197 1.496  C19 1.030
24 H 1.907 3.204 0.200  C19 1.128
25 H 1.400 5.147 1.518  C20 1.084
26 H 2.006 3.997 2.758  C20 1.080
27 H 0.022 5.078 3.328  O21 0.972
28 C -1.427 -3.530 -1.222  C29 1.524, H31 1.081, H32 1.037, H33 1.082
29 C -0.859 -3.236 -2.605  C28 1.524, O30 1.408, H34 1.104, H35 1.121
30 O -1.356 -1.992 -3.037  C29 1.408, H36 0.991
31 H -0.848 -4.356 -0.833  C28 1.081
32 H -2.427 -3.804 -1.256  C28 1.037
33 H -1.330 -2.730 -0.500  C28 1.082
34 H -1.132 -3.997 -3.357  C29 1.104
35 H 0.260 -3.181 -2.598  C29 1.121
36 H -2.338 -2.114 -3.099  O30 0.991
37 C -5.176 0.609 0.261  C38 1.571, H40 1.060, H41 1.073, H42 1.055
38 C -5.872 -0.356 1.287  C37 1.571, O39 1.458, H43 1.088, H44 1.073
39 O -5.159 -0.308 2.557  C38 1.458, H45 0.915
40 H -4.192 0.264 0.069  C37 1.060
41 H -5.134 1.587 0.701  C37 1.073
42 H -5.742 0.590 -0.630  C37 1.055
43 H -5.980 -1.387 0.957  C38 1.088
44 H -6.917 -0.129 1.362  C38 1.073
45 H -5.784 -0.625 3.144  O39 0.915
46 C -2.274 2.648 -0.707  C47 1.549, H49 1.109, H50 1.042, H51 1.106
47 C -1.490 2.049 -1.902  C46 1.549, O48 1.413, H52 1.102, H53 1.072
48 O -0.211 2.638 -2.015  C47 1.413, H54 0.988
49 H -2.624 3.647 -1.040  C46 1.109
50 H -1.756 2.817 0.181  C46 1.042
51 H -3.079 1.965 -0.380  C46 1.106
52 H -2.018 2.222 -2.853  C47 1.102
53 H -1.406 0.983 -1.833  C47 1.072
54 H 0.233 2.310 -2.834  O48 0.988
55 C -0.371 -2.475 3.229  O56 1.363, N57 1.325, N58 1.325
56 O -0.646 -3.369 4.220  C55 1.363
57 N -1.272 -1.900 2.447  C55 1.325, H59 1.035, H60 1.046
58 N 0.826 -1.920 3.099  C55 1.325, H61 1.027, H62 1.105
59 H -2.200 -2.360 2.418  N57 1.035
60 H -1.160 -1.155 1.722  N57 1.046
61 H 1.681 -2.228 3.577  N58 1.027
62 H 1.065 -1.241 2.261  N58 1.105
63 C -2.366 1.787 2.769  O64 1.367, N65 1.295, N66 1.319
64 O -3.177 2.843 2.458  C63 1.367
65 N -1.072 1.832 2.780  C63 1.295, H67 1.048, H68 1.019
66 N -2.699 0.526 2.965  C63 1.319, H69 1.071, H70 1.054
67 H -0.732 2.814 2.644  N65 1.048
68 H -0.406 1.177 3.185  N65 1.019
69 H -3.720 0.255 2.790  N66 1.071
70 H -2.043 -0.287 3.105  N66 1.054
71 C 0.276 -0.371 0.175  O72 1.382, N73 1.279, N74 1.297
72 O 1.367 -0.452 1.020  C71 1.382
73 N -0.854 0.113 0.530  C71 1.279, H75 1.035, H76 0.946
74 N 0.289 -0.904 -1.007  C71 1.297, H77 1.029, H78 1.022
75 H -0.874 0.705 1.379  N73 1.035
76 H -1.554 0.055 -0.103  N73 0.946
77 H 1.176 -1.331 -1.303  N74 1.029
78 H -0.467 -1.235 -1.609  N74 1.022
79 C -0.070 0.905 -4.433  O80 1.392, N81 1.298, N82 1.283
80 O -1.412 0.981 -4.792  C79 1.392
81 N 0.705 1.943 -4.526  C79 1.298, H83 1.034, H84 0.997
82 N 0.397 -0.099 -3.786  C79 1.283, H85 0.995, H86 0.930
83 H 0.289 2.818 -4.888  N81 1.034
84 H 1.694 1.971 -4.400  N81 0.997
85 H -0.212 -0.849 -3.546  N82 0.995
86 H 1.253 -0.119 -3.424  N82 0.930
87 C 2.908 1.301 -1.614  O88 1.457, H89 1.136, H90 1.081, H91 1.069
88 O 3.188 0.169 -2.487  C87 1.457, H92 0.929
89 H 2.175 2.106 -1.937  C87 1.136
90 H 3.786 1.767 -1.188  C87 1.081
91 H 2.404 0.929 -0.748  C87 1.069
92 H 4.061 -0.125 -2.362  O88 0.929

Summary:
Frontier orbital gap: 0.3251 Eh
Highest occupied orbital energy: -0.3203 Eh
LUMO level: 0.0048 Ha
Net charge: 0
SMILES string: NC(N)=O.NC(N)=O.NC(N)=O.NC(N)=O.CCO.CCO.CCO.CCO.CCO.CCO.CO

Atom charges from the Löwdin analysis, given in e for atoms 1 to 5: C -0.067; C -0.275; O -0.076; H 0.049; H 0.065



ORCA calculation (wB97M-V/def2-TZVPD) on a cluster of 2 separate species, C8H11FN2O in total.

Each atom is followed by the atoms it is bonded to, with distances in Å.
Element x y z (Å)
1 C 0.581 -0.766 0.391  C3 1.356, C6 1.473, H13 1.060
2 C 1.691 1.646 0.589  C5 1.372, N9 1.295, H14 1.130
3 C 1.932 -0.647 0.360  C1 1.356, C5 1.407, C7 1.495
4 C -2.422 -0.387 0.113  C8 1.462, N10 1.403, O11 1.205
5 C 2.564 0.609 0.375  C2 1.372, C3 1.407, H16 1.046
6 C -0.201 0.444 0.696  C1 1.473, N9 1.314, N10 1.370
7 C 2.679 -1.859 -0.095  C3 1.495, H17 1.017, H18 1.096, H19 1.119
8 C -3.607 0.397 -0.231  C4 1.462, H20 1.153, H21 1.046, H22 1.167
9 N 0.399 1.613 0.685  C2 1.295, C6 1.314
10 N -1.568 0.546 0.719  C4 1.403, C6 1.370, H23 0.950
11 O -2.299 -1.582 0.021  C4 1.205
12 F -0.522 0.603 -1.606  H15 0.827
13 H 0.050 -1.673 0.252  C1 1.060
14 H 2.136 2.673 0.441  C2 1.130
15 H 0.093 1.024 -1.963  F12 0.827
16 H 3.559 0.819 0.130  C5 1.046
17 H 2.300 -2.227 -0.964  C7 1.017
18 H 2.571 -2.669 0.634  C7 1.096
19 H 3.787 -1.907 -0.246  C7 1.119
20 H -3.404 1.110 -1.114  C8 1.153
21 H -4.403 -0.233 -0.484  C8 1.046
22 H -4.118 0.999 0.628  C8 1.167
23 H -1.797 1.467 0.669  N10 0.950

Summary:
Frontier orbital gap: 0.3406 Eh
Highest occupied orbital energy: -0.3144 Eh
LUMO level: 0.0262 Ha
Net charge: 0
SMILES string: CC(=O)Nc1cc(C)ccn1.F

Atom charges from the Löwdin analysis, given in e for atoms 1 to 5: C 0.035; C -0.192; C -0.271; C -0.523; C -0.028